# 1
13
Properties=species:S:1:pos:R:3:lowdin_charge:R:1 method="wB97M-V/def2-TZVPD" homo_energy_ev=-7.69 orbital_gap_ev=8.0 e_tot_ha=-286.465398 largest_force_ev_per_a=0.99 e_above_lowest_kcal_mol=104.3
C -1.416 -1.181 -0.091 -0.115
C -0.472 -0.100 -0.509 -0.273
C 1.854 0.277 0.216 -0.016
O 0.507 0.134 0.735 -0.100
C -0.950 1.202 -0.773 -0.301
N -1.223 2.315 -1.009 0.111
H -0.877 -2.117 0.092 0.070
H -2.052 -0.965 0.782 0.074
H -2.074 -1.361 -0.947 0.085
H 2.513 0.534 1.046 0.099
H 1.854 1.031 -0.572 0.101
H 2.089 -0.698 -0.203 0.102
H 0.246 0.930 1.235 0.163

# 2
15
Properties=species:S:1:pos:R:3:lowdin_charge:R:1 method="wB97M-V/def2-TZVPD" homo_energy_ev=-2.25 smiles="O=CCO[P@@]([O-])(O)=CO" orbital_gap_ev=5.9 e_tot_ha=-835.493469 largest_force_ev_per_a=3.74 total_charge=-1 e_above_lowest_kcal_mol=91.3
C 1.438 -0.928 -0.553 -0.314
C 2.033 0.342 -0.051 -0.228
C -1.368 1.375 0.585 -0.356
O -2.361 -0.758 -0.555 -0.352
O -0.642 -1.021 1.398 -0.257
O 0.182 -0.745 -1.035 -0.254
O 3.155 0.351 0.437 0.011
O -2.051 2.082 -0.496 -0.249
P -1.096 -0.222 0.008 0.449
H 2.238 -1.387 -1.276 0.156
H 1.414 -1.687 0.185 0.090
H 1.295 1.132 -0.108 0.099
H -0.715 2.080 1.083 0.015
H -0.854 -2.060 1.324 0.137
H -2.668 1.445 -0.946 0.052

# 3
21
Properties=species:S:1:pos:R:3:lowdin_charge:R:1 method="wB97M-V/def2-TZVPD" homo_energy_ev="-14.25 / -14.14" orbital_gap_ev="9.9 / 3.1" e_tot_ha=-497.488725 largest_force_ev_per_a=3.86 s_squared=0.756 total_charge=+1 spin_multiplicity=2 e_above_lowest_kcal_mol=40.4
C 0.383 1.628 0.006 0.060
O -0.163 1.402 1.360 0.176
H -0.413 2.310 -0.350 0.136
H 0.313 0.617 -0.504 0.161
H 1.359 1.980 -0.353 0.139
H 0.615 1.166 1.924 0.155
H 0.458 -2.302 1.068 0.034
H -0.920 -2.662 0.957 0.016
O -0.071 -2.961 0.597 -0.045
H -0.254 0.303 -3.456 -0.012
H 0.234 0.646 -4.900 0.045
O -0.182 1.003 -4.111 -0.053
H -0.970 -1.924 -1.493 0.057
H -1.984 -1.034 -1.202 0.054
O -1.289 -1.084 -1.887 0.002
H 3.232 1.625 2.440 0.022
H 4.160 0.444 2.065 0.048
O 3.486 0.733 2.690 -0.048
H -2.304 0.015 1.440 0.019
H -3.131 -0.990 2.243 0.070
O -2.559 -0.912 1.466 -0.037

# 4
15
Properties=species:S:1:pos:R:3:lowdin_charge:R:1 method="wB97M-V/def2-TZVPD" homo_energy_ev="-10.54 / -10.54" orbital_gap_ev="7.3 / 7.3" e_tot_ha=-1541.440711 largest_force_ev_per_a=3.25 e_above_lowest_kcal_mol=17.6
C -1.285 1.043 0.578 -0.507
C -1.638 -0.240 -0.397 -0.645
C 0.440 -1.042 0.663 -0.612
C 1.946 0.297 -0.613 -0.683
N 1.130 0.007 0.443 0.217
O -0.799 -1.229 -0.294 0.122
F -0.786 2.109 0.020 0.151
F -2.931 -0.482 -0.147 0.146
F -1.546 0.320 -1.610 0.151
F -0.205 -1.092 1.864 0.075
F 0.953 -2.293 0.532 0.131
F 1.226 0.733 -1.754 0.061
F 2.704 1.311 -0.262 0.158
F 2.698 -0.692 -1.063 0.172
Cl -1.906 1.251 2.043 1.064

# 5
12
Properties=species:S:1:pos:R:3:lowdin_charge:R:1 method="wB97M-V/def2-TZVPD" homo_energy_ev=-16.54 orbital_gap_ev=11.5 e_tot_ha=-210.704787 largest_force_ev_per_a=5.22 total_charge=+1 e_above_lowest_kcal_mol=30.3
O 1.964 0.159 1.251 -0.088
H 2.378 -0.809 1.499 0.177
H 2.025 0.555 2.112 0.054
H -2.483 0.268 0.368 0.130
C -1.552 -0.296 0.070 -0.018
C -0.726 0.082 -1.187 -0.004
N 0.510 0.458 -0.963 0.210
H -1.866 -1.311 -0.016 0.074
H -0.834 -0.534 0.871 0.080
H -1.283 0.208 -2.124 0.151
H 1.006 0.164 -0.134 0.054
H 0.861 1.058 -1.748 0.180

# 6
15
Properties=species:S:1:pos:R:3:lowdin_charge:R:1 method="wB97M-V/def2-TZVPD" homo_energy_ev=-8.08 orbital_gap_ev=8.4 e_tot_ha=-1120.021930 largest_force_ev_per_a=5.76 e_above_lowest_kcal_mol=74.3
C -0.201 0.509 0.934 -0.450
C -1.408 0.430 -0.031 -0.307
C 0.837 -0.584 -0.966 -0.404
N 0.980 0.490 -0.047 -0.039
O -0.082 -2.821 0.484 -0.792
O -0.045 -0.560 1.756 -0.037
S -1.400 -2.720 -0.334 0.581
S -0.944 -0.868 -1.297 0.823
H -0.152 1.614 1.316 0.179
H 0.080 -1.473 1.315 0.037
H -2.249 -0.038 0.438 0.054
H -1.786 1.451 -0.451 0.128
H 1.273 -0.377 -1.892 0.061
H 1.147 -1.643 -0.598 0.108
H 1.729 0.490 0.507 0.059

# 7
12
Properties=species:S:1:pos:R:3:lowdin_charge:R:1 method="wB97M-V/def2-TZVPD" homo_energy_ev=-9.85 smiles="Cn1[nH]ncc1=O" orbital_gap_ev=9.8 e_tot_ha=-356.714718 largest_force_ev_per_a=4.52 e_above_lowest_kcal_mol=89.5
C -1.611 -0.406 0.199 -0.051
C 1.671 0.729 -0.024 -0.110
C 0.283 1.044 -0.117 -0.417
H -2.302 -1.079 -0.374 0.087
H -1.591 -0.734 1.355 0.138
H -1.987 0.563 0.072 0.041
H 0.945 -1.852 -1.014 0.215
H 2.477 1.463 0.312 0.150
N -0.288 -0.229 -0.476 -0.114
N 0.644 -1.222 -0.044 -0.041
N 1.909 -0.507 0.188 0.064
O -0.149 2.230 -0.078 0.040

# 8
42
Properties=species:S:1:pos:R:3:lowdin_charge:R:1 method="wB97M-V/def2-TZVPD" homo_energy_ev=-4.29 orbital_gap_ev=6.0 e_tot_ha=-1275.225554 largest_force_ev_per_a=0.23 total_charge=-1
C -0.214 -0.063 -4.452 -0.187
C 0.273 -1.360 -5.088 -0.417
C 0.405 -1.436 -6.625 -0.878
Al 2.333 -1.357 -7.267 0.052
I -0.875 -0.045 -7.694 0.583
H -0.089 -0.089 -3.367 0.052
H 0.352 0.790 -4.833 0.063
H -1.265 0.127 -4.675 0.030
H -0.368 -2.178 -4.736 0.088
H 1.269 -1.568 -4.679 0.068
H -0.033 -2.373 -6.971 -0.019
H 3.001 0.014 -6.687 -0.140
H 2.407 -1.474 -8.893 -0.151
H 3.005 -2.672 -6.546 -0.140
O 0.819 1.373 -0.697 0.114
C -0.196 1.178 -0.091 -0.521
O -1.345 1.033 -0.791 -0.003
C -2.577 0.640 -0.179 -0.233
C -3.327 1.817 0.412 -0.067
C -0.236 1.137 1.420 0.011
H -2.406 -0.144 0.561 0.113
H -3.143 0.200 -0.998 0.125
H -2.779 2.267 1.239 0.065
H -4.296 1.487 0.789 0.078
H -3.492 2.576 -0.352 0.082
H -0.325 2.164 1.779 0.096
H 0.720 0.741 1.752 0.079
H -1.037 0.547 1.853 0.054
O -0.732 -1.343 3.545 0.099
C 0.082 -1.057 4.378 -0.527
O -0.350 -0.463 5.516 -0.004
C 0.536 -0.103 6.583 -0.238
C 1.227 1.221 6.334 -0.062
C 1.558 -1.295 4.167 0.017
H 1.252 -0.904 6.772 0.108
H -0.116 -0.039 7.452 0.121
H 1.890 1.174 5.471 0.069
H 1.824 1.497 7.204 0.081
H 0.487 2.002 6.161 0.084
H 1.972 -0.413 3.677 0.087
H 1.660 -2.132 3.483 0.096
H 2.129 -1.477 5.073 0.072

# 9
88
Properties=species:S:1:pos:R:3:lowdin_charge:R:1 method="wB97M-V/def2-TZVPD" homo_energy_ev=-9.68 orbital_gap_ev=9.6 e_tot_ha=-9284.974980 largest_force_ev_per_a=4.57
C -0.527 -1.444 -5.447 0.007
C 0.836 -1.888 -4.962 -0.519
O 1.582 -0.976 -4.501 -0.034
N 1.255 -3.127 -5.063 0.011
C 2.546 -3.588 -4.701 -0.072
H -0.909 -0.756 -4.693 0.074
H -1.273 -2.239 -5.454 0.071
H -0.530 -1.104 -6.483 0.090
H 0.630 -3.772 -5.526 0.147
H 2.904 -4.266 -5.475 0.089
H 2.533 -4.164 -3.776 0.066
H 3.258 -2.764 -4.662 0.051
C -1.263 -0.708 1.639 -0.016
C -0.821 -0.063 0.351 -0.571
O -1.666 0.520 -0.302 -0.010
N 0.447 -0.227 -0.048 0.043
C 0.879 0.210 -1.366 -0.064
H -1.828 0.006 2.239 0.058
H -0.391 -0.875 2.271 0.073
H -1.832 -1.614 1.427 0.073
H 1.099 -0.681 0.575 0.067
H 1.257 -0.570 -2.027 0.039
H 1.577 1.007 -1.113 0.057
H 0.211 0.750 -2.038 0.097
C -2.156 3.162 1.794 -1.496
Cl -3.681 3.198 0.860 0.583
Cl -2.456 2.723 3.480 0.556
Cl -1.326 4.726 1.723 0.545
H -1.480 2.413 1.383 -0.014
C 4.471 0.043 -3.043 -1.506
Cl 3.900 -1.281 -1.990 0.531
Cl 5.413 -0.653 -4.336 0.558
Cl 5.529 1.145 -2.193 0.603
H 3.675 0.643 -3.484 0.021
C 2.267 -3.775 1.042 -1.509
Cl 0.488 -3.782 1.403 0.550
Cl 3.114 -2.292 1.260 0.587
Cl 2.615 -4.301 -0.609 0.525
H 2.736 -4.491 1.717 0.017
C -4.392 0.800 -2.146 -1.500
Cl -4.047 -0.917 -1.866 0.522
Cl -6.137 1.113 -2.345 0.535
Cl -3.395 1.406 -3.531 0.494
H -3.991 1.349 -1.293 -0.048
C 4.630 1.695 0.973 -0.181
C 4.608 2.545 2.257 -0.221
O 3.406 3.196 2.343 -0.193
S 2.173 2.441 1.448 0.742
O 1.628 3.413 0.479 -0.261
O 1.306 1.688 2.309 -0.228
O 3.266 1.391 0.796 -0.241
H 5.180 0.755 1.019 0.133
H 4.993 2.286 0.132 0.067
H 5.376 3.319 2.260 0.131
H 4.795 2.011 3.189 0.130
C -5.089 -1.250 2.560 -0.209
C -4.720 0.139 2.006 -0.194
O -5.874 0.418 1.196 -0.226
S -7.194 -0.001 2.047 0.709
O -8.228 -0.566 1.218 -0.236
O -7.597 1.029 3.022 -0.253
O -6.459 -1.256 2.860 -0.182
H -4.543 -1.462 3.479 0.127
H -4.869 -2.050 1.852 0.121
H -3.827 -0.060 1.413 0.093
H -4.573 0.868 2.803 0.097
C 2.784 6.110 -0.745 -0.139
C 4.197 5.622 -0.388 -0.214
O 4.683 4.616 -1.243 -0.220
S 3.689 4.483 -2.643 0.808
O 2.846 3.247 -2.568 -0.290
O 4.411 4.821 -3.871 -0.246
O 2.713 5.836 -2.176 -0.223
H 2.702 7.191 -0.631 0.134
H 1.961 5.538 -0.317 0.099
H 4.210 5.323 0.660 0.120
H 4.875 6.470 -0.480 0.127
C -3.269 -4.126 3.159 -0.202
C -2.390 -5.446 3.389 -0.164
O -1.743 -5.278 4.636 -0.205
S -2.141 -3.770 5.288 0.763
O -0.974 -3.028 5.806 -0.248
O -3.362 -3.775 6.116 -0.247
O -2.546 -3.158 3.825 -0.243
H -4.295 -4.174 3.523 0.132
H -3.175 -3.825 2.116 0.123
H -1.701 -5.781 2.614 0.109
H -2.984 -6.341 3.575 0.124